No. 1
C9H6ClN3 | the ωB97M-V functional and the def2-TZVPD basis

Geometry as XYZ:
```
19
Properties=species:S:1:pos:R:3:nbo_charge:R:1
C 0.703 -1.381 0.775 -0.14
C 0.580 -1.355 -0.545 -0.14
C 2.865 0.230 0.675 -0.14
C 2.786 0.282 -0.667 -0.16
C -2.017 0.699 -0.837 0.12
C -3.456 -0.447 0.266 0.10
C 1.445 -0.110 0.937 -0.15
C 1.343 -0.068 -0.702 -0.12
C 0.730 0.956 0.220 0.25
N -3.280 0.384 -0.891 -0.52
N -1.468 0.349 0.333 -0.30
N -2.402 -0.440 1.038 -0.32
Cl 0.691 2.614 0.121 0.19
H 0.180 -1.970 1.604 0.25
H -0.031 -1.856 -1.266 0.24
H 3.729 0.628 1.195 0.22
H 3.571 0.718 -1.274 0.23
H -1.459 1.372 -1.531 0.19
H -4.508 -0.604 0.550 0.20
```

Summary:
ΔE to the lowest compared entry with this formula, charge and spin = 7.2620 eV
HOMO-LUMO gap = 7.49 eV
multiplicity = 1
lowest unoccupied orbital energy = -1.26 eV
HOMO energy = -8.75 eV

No. 2
C9H6F5NO2ReS4SbSe | the ωB97M-V functional and the def2-TZVPD basis

Geometry as XYZ:
```
30
Properties=species:S:1:pos:R:3:nbo_charge:R:1
Re -0.473 -0.368 -0.432 0.73
N -0.677 -1.304 1.561 -0.80
C 0.206 -1.028 2.749 -0.22
C 0.445 0.463 2.996 -0.53
C 1.104 1.012 1.792 0.90
O 2.340 1.305 1.877 -0.58
O 0.441 1.090 0.716 -0.70
H -1.647 -1.126 1.816 0.43
H -0.639 -2.308 1.383 0.43
H 1.146 -1.548 2.591 0.23
H -0.266 -1.453 3.631 0.25
H 1.075 0.593 3.871 0.29
H -0.499 0.989 3.148 0.27
S -4.293 -1.014 -2.982 -0.33
Sb -2.323 -0.393 -3.605 1.33
S -1.556 1.131 -1.520 -0.08
S -0.678 -2.078 -1.614 0.08
S -0.731 -0.132 -5.037 -0.34
F 6.534 -2.254 -0.114 -0.25
C 5.434 -1.523 0.005 0.27
C 5.417 -0.253 0.872 0.35
F 6.043 0.185 1.934 -0.23
C 5.382 -0.088 -0.538 0.36
F 5.941 0.580 -1.516 -0.23
C 4.049 0.084 0.229 -0.43
Se 3.292 1.795 0.333 0.80
C 3.237 -1.158 0.101 0.25
F 1.877 -1.197 0.219 -0.35
C 4.075 -2.168 -0.032 0.34
F 3.859 -3.455 -0.137 -0.25
```

Summary:
HOMO-LUMO gap = 6.32 eV
multiplicity = 1
net charge = +2
lowest unoccupied orbital energy = -9.41 eV
HOMO energy = -15.73 eV

No. 3
C9H6FN | the ωB97M-V functional and the def2-TZVPD basis

Geometry as XYZ:
```
17
Properties=species:S:1:pos:R:3:nbo_charge:R:1
F 0.855 2.000 1.406 -0.30
C 0.358 0.769 1.275 0.43
C 0.001 -0.036 2.323 -0.31
C -0.607 -1.235 2.094 -0.19
C -0.635 -1.741 0.767 -0.21
C -0.299 -0.931 -0.325 -0.09
C -0.449 -1.344 -1.694 -0.15
C -0.102 -0.411 -2.639 -0.25
C 0.237 0.937 -2.278 0.06
N 0.425 1.324 -1.077 -0.37
C 0.121 0.376 -0.075 0.06
H 0.063 0.310 3.356 0.23
H -1.038 -1.895 2.935 0.23
H -1.019 -2.745 0.575 0.21
H -0.706 -2.384 -1.893 0.23
H -0.140 -0.554 -3.789 0.22
H 0.414 1.715 -2.994 0.19
```

Summary:
HOMO-LUMO gap = 8.82 eV
multiplicity = 1
SMILES = Fc1cccc2cccnc12
lowest unoccupied orbital energy = 0.13 eV
HOMO energy = -8.68 eV

No. 4
C9H6N2O4P2S | the ωB97M-V functional and the def2-TZVPD basis

Geometry as XYZ:
```
24
Properties=species:S:1:pos:R:3:nbo_charge:R:1
N 0.683 -0.082 3.421 -0.34
C 0.613 0.739 2.625 0.52
O 0.589 1.714 1.650 -0.48
C 0.776 0.968 0.434 0.41
C 2.062 0.904 -0.279 -0.41
P 3.491 1.853 0.443 0.82
S 4.579 0.765 1.642 -0.54
C 2.142 0.063 -1.504 -0.14
C 0.994 -0.712 -2.027 -0.18
C -0.255 -0.600 -1.276 -0.08
C -0.386 0.224 -0.055 -0.20
C -1.834 0.079 0.512 0.68
O -2.201 0.383 1.613 -0.51
N -2.544 -0.506 -0.600 -0.76
P -3.843 -1.434 0.185 1.61
O -4.800 -1.964 -0.838 -1.05
C -1.660 -1.257 -1.487 0.69
O -1.934 -2.167 -2.204 -0.46
H 2.906 2.914 1.211 0.01
H 4.255 2.472 -0.588 0.00
H 3.142 0.011 -2.001 0.24
H 1.046 -1.367 -2.925 0.26
H -3.283 -2.459 1.000 -0.06
H -4.536 -0.541 1.051 -0.03
```

Summary:
HOMO-LUMO gap = 7.53 eV
multiplicity = 1
SMILES = N#COc1c([PH2]=S)ccc2c1C(=O)N([PH2]=O)C2=O
lowest unoccupied orbital energy = -1.75 eV
HOMO energy = -9.28 eV

No. 5
C9H6N2O5STl | the ωB97M-V functional and the def2-TZVPD basis

Geometry as XYZ:
```
24
Properties=species:S:1:pos:R:3:nbo_charge:R:1
O 3.749 -3.302 -3.511 -0.33
C 3.064 -2.613 -2.913 0.52
Tl 1.282 -0.725 -1.329 0.64
O 2.565 2.009 -3.762 -0.33
C 2.353 1.028 -3.207 0.53
C 0.539 -2.860 0.186 0.51
O 0.397 -3.866 0.712 -0.31
C 3.512 -0.380 0.198 0.53
O 4.401 -0.144 0.866 -0.31
C -0.614 -1.445 -3.206 0.52
O -1.417 -1.679 -3.980 -0.31
C -0.910 2.778 1.915 -0.43
N -1.401 1.430 1.693 -0.25
C -2.360 0.742 2.421 0.09
C -2.517 -0.488 1.835 0.11
N -1.645 -0.514 0.749 -0.48
C -0.995 0.696 0.635 0.19
S -0.068 1.384 -0.627 0.24
H 0.164 2.756 2.086 0.26
H -1.104 3.377 1.030 0.26
H -1.413 3.212 2.770 0.28
H -2.861 1.195 3.263 0.31
H -3.179 -1.306 2.072 0.31
H -1.542 -1.285 0.106 0.46
```

Summary:
ΔE to the lowest compared entry with this formula, charge and spin = 0.0000 eV
HOMO-LUMO gap (alpha / beta) = 5.03 / 6.66 eV
multiplicity = 1
net charge = +3
lowest unoccupied orbital energy (alpha / beta) = -15.05 / -14.43 eV
HOMO energy (alpha / beta) = -20.08 / -21.10 eV

No. 6
C9H6N4PtS2Se2Te2 | the ωB97M-V functional and the def2-TZVPD basis

Geometry as XYZ:
```
26
Properties=species:S:1:pos:R:3:nbo_charge:R:1
Pt -0.295 0.357 -0.523 0.70
Se -0.784 1.835 1.556 -0.61
Te -0.216 -0.036 3.155 -0.08
Te -0.944 -1.768 1.145 0.27
Se 0.738 -3.567 1.240 -0.81
S -0.346 -0.799 -2.886 -0.26
C -1.047 0.746 -2.531 -0.36
S -0.080 2.176 -2.467 -0.26
C -2.410 0.797 -2.093 -0.52
C -3.059 2.037 -1.820 0.34
N -3.650 3.006 -1.607 -0.41
C -3.274 -0.333 -2.153 0.33
N -4.031 -1.205 -2.177 -0.41
N 5.961 -0.481 0.607 -0.80
C 4.599 -0.292 0.366 0.20
C 3.850 -1.239 -0.319 -0.31
C 2.498 -1.021 -0.508 0.11
N 1.874 0.067 -0.062 -0.50
C 2.582 0.971 0.618 0.08
C 3.933 0.835 0.850 -0.32
H 6.411 -1.104 -0.044 0.37
H 6.481 0.373 0.733 0.37
H 4.298 -2.153 -0.688 0.21
H 1.884 -1.734 -1.039 0.24
H 2.020 1.823 0.985 0.24
H 4.462 1.597 1.409 0.20
```

Summary:
ΔE to the lowest compared entry with this formula, charge and spin = 0.8022 eV
HOMO-LUMO gap (alpha / beta) = 4.66 / 5.39 eV
multiplicity = 3
net charge = -2
⟨S²⟩ = 2.016
lowest unoccupied orbital energy (alpha / beta) = 4.22 / 4.22 eV
HOMO energy (alpha / beta) = -0.43 / -1.17 eV

| no. | strongest force on any atom (Eh/bohr) |
| --- | --- |
| 1 | 0.0765 |
| 2 | 0.0277 |
| 3 | 0.0759 |
| 4 | 0.0772 |
| 5 | 0.0813 |
| 6 | 0.0033 |